Record 1
7 unconnected molecules or ions with the total composition C35H75F3N2O16PS in a non-equilibrium geometry. Source: OMol25; level of theory: the ωB97M-V functional and the def2-TZVPD basis.

The geometry in XYZ format:
```
133
Properties=species:S:1:pos:R:3:forces:R:3:mulliken_charge:R:1
C 2.0449 3.2041 -0.7627 -0.7 0.4 0.8 -0.216
O 2.5716 3.1841 -2.0880 -0.5 -0.6 0.3 -0.395
C 1.5587 2.9239 -3.0247 0.7 0.5 -0.6 -0.786
C 1.2101 1.4285 -3.0891 0.5 0.1 0.3 -1.322
N 0.0285 0.9232 -3.0159 -0.1 -0.9 -0.5 0.308
C -1.3114 1.5558 -2.8890 -0.2 0.6 0.3 -0.537
C -1.4637 2.6093 -1.7332 -0.9 0.1 -0.9 -0.178
C -2.3440 3.8060 -2.2804 0.2 -0.3 -0.3 -0.844
C -1.5173 5.0793 -2.5558 -0.6 -0.3 -0.4 0.394
O -1.4465 5.8962 -1.7125 0.4 1.1 1.4 -0.525
O -0.8625 5.3477 -3.7312 -0.5 -1.1 -0.3 -0.526
C -0.0305 -0.5713 -3.0667 0.3 -1.2 1.3 -0.590
C -0.9288 -1.2295 -4.1535 -1.2 0.7 0.6 -1.144
C -2.0978 -2.0358 -3.4628 -0.2 0.3 -0.2 -0.980
C -3.4594 -1.8903 -4.2516 0.5 -0.4 0.5 -0.772
C -4.5286 -1.1319 -3.4434 -0.6 0.8 -0.8 0.609
O -4.6655 -1.1554 -2.2631 0.8 -0.4 1.3 -0.520
O -5.3990 -0.3390 -4.1571 1.3 -0.1 -1.0 -0.516
C 1.4522 -1.0120 -2.8903 0.3 0.2 0.2 -1.750
C 1.9153 -2.4101 -3.4004 0.7 -0.7 -0.1 -0.868
C 2.3166 -3.3394 -2.2165 -0.6 0.5 -1.0 -0.534
N 1.3657 -4.0024 -1.7161 0.6 -0.3 0.7 -0.509
C 2.2706 0.2902 -3.2682 -1.2 -0.8 0.6 2.971
P 3.7908 0.2836 -2.1775 3.3 1.7 0.0 0.572
O 4.6982 1.3374 -2.6322 -0.2 -0.1 -0.3 -0.641
O 3.4208 0.4794 -0.6136 -0.6 -1.2 -1.3 -0.278
O 4.5677 -1.1419 -2.3117 -1.5 0.5 0.4 -0.470
S 2.9458 0.3684 -4.9978 4.0 1.6 -0.7 1.401
O 4.0589 -0.5268 -5.1712 -1.6 -1.5 0.6 -0.607
O 3.4035 1.6890 -5.3281 -2.1 0.5 0.5 -0.649
C 1.6142 0.0002 -6.2658 0.4 0.1 -1.2 0.653
F 0.4844 0.6778 -6.0400 0.0 -0.5 0.6 -0.191
F 1.4380 -1.3031 -6.4143 -0.6 0.1 0.6 -0.210
F 2.1026 0.4536 -7.4086 0.2 0.1 0.3 -0.198
H 1.4697 4.1467 -0.6017 0.2 -0.6 -0.1 0.414
H 1.3726 2.3343 -0.5635 0.4 0.4 -0.1 0.126
H 2.8251 3.1664 0.0154 0.0 0.0 -0.8 -0.022
H 0.6930 3.5906 -2.8603 0.1 -0.6 -0.1 0.440
H 1.9919 3.2113 -4.0098 -0.3 -0.4 0.4 0.416
H -2.0487 0.7551 -2.6808 0.7 0.2 -0.2 -0.206
H -1.5950 1.9492 -3.8875 0.4 0.0 0.6 0.487
H -2.0381 2.1257 -0.9205 0.5 0.2 -0.4 0.604
H -0.5122 2.9612 -1.3127 -0.5 -0.2 -0.2 0.009
H -2.9195 3.5194 -3.1854 0.3 0.0 0.5 0.465
H -3.0824 4.0730 -1.5041 0.5 0.1 -0.5 0.403
H -1.1518 4.7563 -4.4462 0.1 0.1 0.2 0.382
H -0.4550 -0.7927 -2.0622 -0.2 -0.1 -0.8 0.720
H -0.3840 -1.8633 -4.8693 -0.1 0.4 0.4 0.684
H -1.4343 -0.4335 -4.7394 0.6 -0.3 0.2 0.430
H -1.7891 -3.0920 -3.3640 -0.3 0.5 0.0 0.545
H -2.2989 -1.6574 -2.4424 0.3 -0.2 -0.4 0.421
H -3.2533 -1.3704 -5.2012 -0.5 -0.5 0.2 0.424
H -3.8206 -2.9274 -4.3911 -0.1 0.7 -0.4 0.274
H -5.6317 0.4278 -3.6096 -0.3 -0.6 0.2 0.353
H 1.6040 -1.0912 -1.7893 -0.3 0.3 -0.6 1.041
H 2.7819 -2.3869 -4.0877 -0.5 0.4 0.2 0.382
H 1.1155 -2.9667 -3.9278 0.3 0.5 0.4 0.616
H 3.3667 -3.4270 -1.8842 -0.4 0.3 -0.3 0.418
H 1.7675 -4.5808 -0.9699 -0.5 -0.1 0.0 0.274
H 4.2822 0.4587 -0.1505 -0.4 0.1 0.0 0.333
H 5.3673 -0.9824 -2.8494 -0.4 0.0 0.0 0.385
C 2.7805 2.2369 5.1697 -0.1 -0.2 0.0 -1.155
C 2.8326 2.5501 3.6846 0.1 0.6 0.5 0.699
C 3.8784 3.6114 3.3747 0.1 -0.1 -0.2 -1.387
O 1.5482 3.0029 3.2492 -0.1 -0.2 -0.4 -0.521
H 2.5094 3.1264 5.7468 0.1 0.1 -0.1 0.332
H 2.0216 1.4822 5.3726 0.1 0.0 0.0 0.156
H 3.7434 1.8686 5.5300 0.0 0.0 0.0 0.349
H 3.0583 1.6384 3.1262 -0.2 0.0 -0.1 0.210
H 3.6451 4.5475 3.8893 0.0 -0.1 0.1 0.358
H 3.8967 3.8331 2.3051 0.0 0.0 0.0 0.261
H 4.8744 3.2858 3.6802 0.0 0.0 0.0 0.395
H 1.3380 3.8084 3.7367 0.0 -0.1 0.0 0.333
C 3.8009 -1.4419 7.1219 0.2 0.1 -0.2 -0.780
C 2.7210 -0.5116 7.6487 0.0 -0.6 0.2 0.401
C 2.1669 -1.0054 8.9754 -0.1 0.1 0.1 -1.425
O 1.6616 -0.4196 6.6935 -0.2 0.1 -0.2 -0.489
H 3.3975 -2.4438 6.9488 0.0 0.0 0.1 -0.195
H 4.1844 -1.0840 6.1639 0.0 0.1 0.1 0.312
H 4.6328 -1.5179 7.8247 0.0 0.0 0.0 0.452
H 3.1297 0.4934 7.7723 -0.2 0.0 -0.1 0.290
H 1.7118 -1.9939 8.8614 0.1 0.0 0.0 0.276
H 1.3857 -0.3347 9.3377 0.1 0.0 0.0 0.385
H 2.9513 -1.0685 9.7318 0.0 0.0 0.0 0.399
H 1.2905 -1.3047 6.5759 0.1 0.0 0.1 0.335
C -3.3092 9.5448 -5.5704 -0.1 0.1 -0.2 -1.226
C -4.0260 8.3135 -5.0405 0.6 0.2 0.3 0.360
C -3.9632 8.2440 -3.5244 -0.1 -0.1 0.1 -1.121
O -3.4285 7.1367 -5.5945 -0.2 -0.3 -0.1 -0.551
H -2.2508 9.5261 -5.2943 0.0 0.0 0.1 0.300
H -3.3535 9.5743 -6.6603 -0.1 0.0 0.0 0.322
H -3.7546 10.4606 -5.1782 0.0 0.0 0.0 0.379
H -5.0679 8.3289 -5.3649 0.1 -0.2 -0.1 0.310
H -2.9251 8.1802 -3.1843 0.0 0.1 0.0 0.244
H -4.4733 7.3485 -3.1621 -0.1 0.1 0.0 0.259
H -4.4264 9.1190 -3.0656 0.0 0.0 0.0 0.405
H -2.5061 7.1193 -5.3114 -0.1 0.1 0.0 0.334
C -5.5730 -5.2493 -2.6795 0.0 0.2 -0.2 -1.057
C -5.1132 -6.3051 -3.6730 -0.1 -0.3 0.7 0.443
C -5.8672 -7.6113 -3.4818 0.0 -0.1 -0.2 -1.392
O -3.7120 -6.5333 -3.5115 0.2 0.2 -0.3 -0.554
H -5.3890 -5.5751 -1.6521 -0.1 -0.1 0.0 0.346
H -5.0134 -4.3229 -2.8280 -0.1 0.0 0.0 0.131
H -6.6379 -5.0394 -2.7939 0.0 0.0 0.1 0.371
H -5.2634 -5.9411 -4.6915 0.2 0.0 0.0 0.301
H -5.6927 -8.0166 -2.4809 -0.1 0.1 0.0 0.347
H -5.5198 -8.3613 -4.1939 0.0 0.1 0.0 0.335
H -6.9411 -7.4717 -3.6179 0.0 0.0 0.0 0.370
H -3.5664 -6.8563 -2.6144 0.0 0.0 -0.1 0.352
C -1.0735 0.3985 3.0643 0.0 0.0 -0.2 -1.033
C -0.9938 -0.9698 3.7262 0.0 0.5 0.4 0.446
C -1.8780 -1.0386 4.9616 -0.1 -0.2 0.0 -1.328
O 0.3571 -1.2452 4.0899 0.1 -0.2 -0.2 -0.483
H -0.7292 1.1810 3.7455 0.0 0.0 0.0 0.255
H -0.4259 0.4370 2.1847 0.0 0.0 0.0 0.129
H -2.0964 0.6294 2.7569 0.0 0.0 0.0 0.444
H -1.2976 -1.7405 3.0142 0.2 -0.1 0.0 0.335
H -1.5599 -0.3037 5.7068 0.0 0.1 -0.1 0.258
H -1.8034 -2.0212 5.4312 0.0 0.0 -0.1 0.327
H -2.9239 -0.8501 4.7112 0.0 0.0 0.0 0.424
H 0.6382 -0.5687 4.7215 0.1 0.0 -0.1 0.253
C 2.8307 -6.9709 6.8475 -0.1 0.0 -0.2 -1.443
C 2.8493 -5.5223 7.3102 0.1 -0.5 0.5 0.484
C 3.9840 -5.2692 8.2909 0.1 0.2 0.0 -1.171
O 1.6030 -5.2013 7.9283 -0.1 0.3 -0.2 -0.561
H 2.6777 -7.6462 7.6941 0.1 0.1 0.0 0.368
H 2.0065 -7.1401 6.1524 0.1 0.1 0.0 0.333
H 3.7658 -7.2402 6.3526 0.0 0.0 0.0 0.369
H 2.9569 -4.8628 6.4462 -0.2 0.1 0.1 0.273
H 3.8720 -5.8871 9.1864 0.0 -0.1 -0.1 0.385
H 3.9780 -4.2286 8.6210 0.0 0.0 -0.1 0.250
H 4.9534 -5.4871 7.8382 0.0 0.0 0.0 0.363
H 1.4947 -5.7774 8.6942 0.0 0.0 -0.1 0.352
```
Positions in Å, forces in eV/Å.

Results
total charge: +1
gap between HOMO and LUMO: 7.2 eV
F_max: 4.3 eV Å⁻¹
molar mass: 900.0 g mol⁻¹

Record 2
4 unconnected molecules or ions with the total composition C35H76BF2N3O9PS2 in a non-equilibrium geometry. Source: OMol25; level of theory: the ωB97M-V functional and the def2-TZVPD basis.

The geometry in XYZ format:
```
129
Properties=species:S:1:pos:R:3:forces:R:3:mulliken_charge:R:1
C -0.0872 -0.6662 2.0115 0.3 -0.4 -0.2 -1.043
C 0.3462 -0.1350 0.6827 0.9 -0.9 -1.6 0.687
O 1.0763 -0.7564 -0.0884 -1.1 1.3 1.4 -0.605
O -0.1744 1.0833 0.3759 0.3 -0.5 0.7 -0.082
C 0.7746 2.1505 0.2711 0.2 0.2 -0.5 -1.035
C 0.3434 3.3096 1.1300 -0.4 0.0 -0.7 -0.060
C -1.1183 3.6998 0.8296 0.2 -0.5 0.4 -0.810
C -2.0912 3.3521 1.9669 0.5 0.4 0.3 0.610
C -2.9901 4.5113 2.4143 -0.6 -0.1 -0.7 -1.894
C -4.5124 4.3992 2.1702 1.1 -0.3 0.2 -1.751
C -5.2209 3.0807 2.5196 -1.7 0.4 0.7 1.666
C -4.6333 2.2508 3.6528 0.9 -0.2 -0.2 -0.461
C -4.3117 3.0319 4.8882 -1.5 1.3 1.7 -0.103
O -5.0501 3.5925 5.6637 1.8 -1.2 -1.7 -0.526
F -2.9575 3.0238 5.1427 -0.3 0.0 0.1 -0.261
O -6.4910 3.4898 3.0716 0.1 0.5 -0.1 -0.975
B -7.4299 3.6995 1.9836 -0.3 -1.8 0.4 1.566
S -8.0896 5.5212 1.7887 0.6 0.5 1.3 1.100
O -7.0765 6.5397 1.8740 0.2 0.1 -0.7 -0.658
O -9.1753 5.6743 2.7111 -0.6 0.0 -0.1 -0.663
F -8.7585 5.6726 0.3370 0.1 -0.1 -0.2 -0.294
O -6.7411 3.1698 0.8081 -0.4 0.3 -0.6 -1.121
C -5.8221 2.2370 1.3157 0.4 1.3 -0.4 0.888
C -6.5159 0.9528 1.7513 0.4 0.0 0.1 -1.808
C -7.6611 0.5555 0.8350 -0.2 -0.4 0.5 -1.510
C -8.0831 -0.9203 0.9400 -0.2 0.0 -1.3 1.040
C -8.8502 -1.3058 -0.3553 0.3 -0.1 0.3 -1.399
C -6.9106 -1.8732 1.1307 -0.1 0.3 0.8 -1.572
P -4.7178 1.8974 -0.1019 0.6 -1.0 0.5 0.461
O -4.0016 3.2628 -0.4887 -0.3 0.1 -0.1 -0.555
O -5.5726 1.5794 -1.4259 -0.2 0.4 0.2 -0.546
S -3.4947 0.4011 0.1825 -0.1 0.0 0.0 -0.419
H 0.5520 -1.5031 2.2542 0.2 -0.2 0.1 0.383
H -1.0989 -1.0441 1.9438 -0.4 0.1 0.0 0.241
H -0.0226 0.0774 2.7917 -0.1 0.3 0.1 0.297
H 1.7744 1.8080 0.5182 0.2 -0.2 0.1 0.455
H 0.8081 2.4735 -0.7646 0.0 0.0 -0.3 0.289
H 0.4957 3.0624 2.1732 0.1 0.2 0.3 0.455
H 0.9732 4.1356 0.8146 0.4 0.2 0.4 -0.276
H -1.1744 4.7544 0.5988 0.0 0.3 0.0 0.776
H -1.3917 3.1574 -0.0657 -0.3 0.0 -0.3 0.133
H -2.6345 2.4519 1.7174 -0.2 -0.1 -0.1 -0.759
H -1.4713 3.0899 2.8186 0.0 -0.2 0.3 0.595
H -2.6674 5.3849 1.8589 0.0 0.4 0.0 0.648
H -2.8371 4.7590 3.4553 0.2 -0.1 0.3 0.501
H -4.9766 5.1270 2.8171 -0.2 0.2 0.2 0.697
H -4.7532 4.7175 1.1695 -0.2 -0.1 -0.3 0.680
H -5.3488 1.4998 3.9477 -0.4 -0.1 0.1 0.812
H -3.7417 1.7184 3.3447 0.2 0.0 -0.1 0.200
H -8.4457 3.1024 2.2990 -0.3 0.3 -0.3 -0.344
H -6.9219 1.1215 2.7398 -0.1 0.1 0.3 0.860
H -5.7488 0.1917 1.8454 0.0 -0.3 0.0 0.313
H -7.4860 0.8000 -0.2028 0.3 0.1 -0.2 0.571
H -8.5108 1.1555 1.1311 -0.3 0.3 -0.1 0.211
H -8.8160 -1.0230 1.7295 0.1 -0.1 0.6 0.346
H -9.9246 -1.3038 -0.2163 -0.2 0.2 0.0 0.317
H -8.5992 -0.6575 -1.1873 0.0 0.2 -0.2 0.367
H -8.5700 -2.3076 -0.6559 -0.1 -0.3 -0.1 0.346
H -6.6355 -1.9083 2.1823 0.2 0.0 0.2 0.324
H -7.1575 -2.8891 0.8602 -0.1 -0.3 -0.3 0.508
H -6.0272 -1.5361 0.6008 0.2 -0.1 -0.4 0.281
H -3.5465 3.0725 -1.3179 0.3 0.3 -0.2 0.416
H -5.5643 0.6182 -1.4785 -0.1 -0.3 -0.3 0.427
C 3.8574 3.8399 2.6481 0.0 0.0 0.0 -1.303
C 5.0789 4.7307 2.4883 -0.1 0.0 0.2 -0.413
N 5.0066 5.5955 1.3266 0.1 0.1 -0.1 0.139
C 6.2623 6.2558 1.0230 0.2 0.0 -0.1 -0.698
C 6.8189 7.2636 2.0378 0.0 0.1 -0.1 -0.976
C 3.8159 6.4231 1.2354 -0.3 0.0 0.0 -0.026
C 3.5212 7.3961 2.3855 0.0 0.1 -0.1 -1.100
H 3.6913 3.2408 1.7515 0.0 0.0 0.0 0.257
H 4.0045 3.1594 3.4877 0.0 0.0 0.0 0.484
H 2.9540 4.4149 2.8520 0.0 0.0 0.0 0.254
H 5.9570 4.0893 2.3744 0.1 0.1 -0.1 0.468
H 5.2255 5.2937 3.4245 0.0 0.0 0.0 0.240
H 6.1673 6.7483 0.0514 -0.1 0.0 0.0 0.355
H 7.0136 5.4731 0.8759 0.0 -0.1 0.1 0.417
H 6.2799 8.2093 2.0112 -0.1 0.0 0.1 0.230
H 7.8614 7.4847 1.7985 0.0 0.0 0.0 0.399
H 6.7936 6.8791 3.0575 0.0 0.0 0.0 0.274
H 2.9540 5.7609 1.1228 0.0 -0.1 0.0 -0.321
H 3.8596 6.9799 0.2963 0.1 0.0 0.0 0.393
H 3.6807 6.9397 3.3631 0.0 0.0 0.0 0.247
H 2.4768 7.7100 2.3409 0.0 0.0 0.0 0.427
H 4.1281 8.2983 2.3257 0.1 0.0 0.1 0.312
C 0.5802 -3.0273 -2.3122 0.0 0.0 -0.1 -1.576
C 1.3100 -4.1255 -1.5583 0.1 0.1 -0.1 0.173
N 0.5994 -5.3928 -1.5382 0.0 -0.1 0.1 0.168
C 1.1671 -6.3521 -0.6109 0.0 0.0 0.2 -0.846
C 2.5857 -6.8623 -0.8921 0.0 -0.2 0.1 -0.718
C 0.2190 -5.9177 -2.8357 -0.1 0.0 -0.2 -1.034
C 1.3309 -6.1832 -3.8628 -0.1 -0.1 -0.1 -0.375
H -0.4200 -2.8720 -1.9070 0.0 0.0 0.0 0.323
H 1.1298 -2.0938 -2.2132 0.0 0.0 0.1 0.408
H 0.4935 -3.2459 -3.3788 0.0 0.0 0.0 0.382
H 1.4351 -3.7944 -0.5245 0.0 -0.1 0.0 0.570
H 2.3254 -4.2231 -1.9788 0.0 0.0 0.0 -0.266
H 0.4902 -7.2078 -0.5332 0.0 0.0 -0.1 0.365
H 1.1609 -5.8913 0.3820 0.0 0.1 0.0 0.371
H 2.5998 -7.5858 -1.7056 0.0 0.0 0.0 0.149
H 2.9776 -7.3714 -0.0083 0.0 0.0 0.0 0.496
H 3.2762 -6.0533 -1.1342 0.0 0.0 0.0 0.146
H -0.4961 -5.2235 -3.2823 0.0 0.1 0.0 0.347
H -0.3501 -6.8379 -2.6795 0.1 0.0 0.1 0.398
H 2.0620 -5.3737 -3.8959 0.0 0.0 0.0 -0.146
H 0.8961 -6.2698 -4.8611 0.0 0.0 0.0 0.467
H 1.8595 -7.1149 -3.6643 0.1 0.0 0.0 0.236
C 5.1165 -8.1159 -3.4596 0.0 0.0 0.0 -0.928
C 6.4270 -7.3484 -3.5102 -0.1 0.0 0.2 -0.407
N 6.5625 -6.5334 -4.7012 0.1 0.0 -0.1 0.079
C 7.8993 -5.9990 -4.8832 0.2 0.0 0.0 -0.733
C 8.4313 -5.0014 -3.8457 0.1 0.1 -0.1 -0.958
C 5.4690 -5.6080 -4.9504 -0.3 0.0 0.0 -0.827
C 5.1418 -4.5667 -3.8702 0.0 0.1 -0.1 -0.759
H 4.9913 -8.7416 -4.3445 0.0 0.1 0.0 0.337
H 5.1028 -8.7641 -2.5822 0.0 0.0 0.0 0.473
H 4.2602 -7.4467 -3.3807 0.0 0.0 0.0 -0.214
H 7.2483 -8.0702 -3.4990 0.1 0.1 -0.1 0.470
H 6.5206 -6.7579 -2.5842 0.0 0.0 0.0 0.236
H 7.9564 -5.5420 -5.8749 -0.1 0.0 0.0 0.361
H 8.5873 -6.8501 -4.9192 -0.1 -0.1 0.1 0.425
H 7.9872 -4.0143 -3.9637 -0.1 0.0 0.1 0.234
H 9.5094 -4.8824 -3.9730 0.0 0.0 0.0 0.392
H 8.2596 -5.3382 -2.8233 0.0 0.0 0.0 0.270
H 4.5666 -6.1952 -5.1379 0.0 -0.1 0.0 0.369
H 5.6655 -5.0958 -5.8954 0.1 0.0 0.0 0.377
H 5.1507 -4.9957 -2.8669 0.0 0.0 0.0 0.106
H 4.1417 -4.1625 -4.0404 0.0 0.0 0.0 0.317
H 5.8316 -3.7246 -3.8883 0.0 0.0 0.1 0.350
```
Positions in Å, forces in eV/Å.

Results
total charge: -1
gap between HOMO and LUMO: 7.9 eV
F_max: 2.7 eV Å⁻¹
molar mass: 826.9 g mol⁻¹
ΔE to the lowest compared entry with this formula, charge and spin: 0.00 kJ/mol

Summary of lowest unoccupied orbital energy in eV
-4.428 1.982
(order as listed above)